Entry from OMol25: a 3-piece molecular cluster, C19H48N6O5P2Si overall in a non-equilibrium geometry (ωB97M-V/def2-TZVPD).

Calculated values
LUMO = 0.49 eV
HOMO = -8.1 eV
total charge = 0
SMILES = C=C[Si@@H](CC=O)CCOC=O.CN(C)P(=O)(N(C)C)N(C)C.CN(C)P(=O)(N(C)C)N(C)C
gap between HOMO and LUMO = 8.625 eV
ΔE to the lowest compared entry with this formula, charge and spin = 0.00 kcal/mol

CARTESIAN COORDINATES (ANGSTROEM)
C1 5.5799 -3.0292 2.5102
C2 5.1702 -2.6413 1.2823
Si1 3.5778 -1.6660 1.1621
C3 3.8526 -0.0547 0.1762
C4 3.6925 1.0942 1.1068
O1 2.6479 1.6954 1.2443
C5 2.3025 -2.7965 0.3680
C6 0.9535 -2.6414 1.0608
O2 0.2567 -1.5120 0.4695
C7 -0.3288 -0.7161 1.3932
O3 -1.2108 -1.0740 2.1136
H1 5.4951 -2.3091 3.3177
H2 5.9352 -4.0390 2.6911
H3 5.7123 -2.9241 0.3815
H4 3.1689 -1.3018 2.5389
H5 4.8595 -0.0128 -0.2394
H6 3.1120 -0.0037 -0.6207
H7 4.5799 1.3644 1.7091
H8 2.2054 -2.6730 -0.7081
H9 2.6135 -3.8270 0.5619
H10 1.0725 -2.4535 2.1282
H11 0.3538 -3.5463 0.9629
H12 0.0839 0.3000 1.4400
C8 1.9640 -1.6027 -6.1023
N1 2.6339 -1.4362 -4.8266
C9 1.8335 -2.0314 -3.7616
P1 3.5534 -0.0699 -4.3647
O4 4.3317 -0.5751 -3.1952
N2 4.8359 0.1940 -5.4949
C10 4.9774 -0.6238 -6.6855
C11 6.1378 0.4565 -4.8917
N3 2.5439 1.1310 -5.0977
C12 3.1726 2.3739 -5.5833
C13 1.4589 1.5310 -4.1636
H13 1.0731 -0.9695 -6.2102
H14 1.6413 -2.6418 -6.1966
H15 2.6190 -1.4142 -6.9449
H16 0.8569 -1.5405 -3.6485
H17 2.3560 -1.9684 -2.8092
H18 1.6557 -3.0895 -3.9663
H19 5.0199 -1.6978 -6.4628
H20 5.8927 -0.3506 -7.2131
H21 4.1706 -0.4315 -7.3954
H22 6.6493 -0.4612 -4.5789
H23 6.0423 1.1003 -4.0195
H24 6.7719 0.9781 -5.6130
H25 3.8029 2.8546 -4.8314
H26 2.3854 3.0738 -5.8691
H27 3.7653 2.1898 -6.4725
H28 1.8444 2.0675 -3.2920
H29 0.9167 0.6532 -3.8065
H30 0.7388 2.1682 -4.6746
C14 -6.3369 3.2015 3.3201
N4 -5.7975 2.7412 4.5841
C15 -5.0047 3.7976 5.2044
P2 -5.2641 1.1458 4.9044
O5 -5.2141 1.1117 6.3942
N5 -6.5369 0.0083 4.6140
C16 -7.8200 0.4290 4.0854
C17 -6.7113 -0.9934 5.6587
N6 -4.5355 0.8508 3.3619
C18 -4.5101 -0.5341 2.8524
C19 -3.1312 1.3379 3.3554
H31 -5.5761 3.2994 2.5333
H32 -6.7857 4.1866 3.4668
H33 -7.1300 2.5626 2.9478
H34 -4.1338 4.0764 4.5942
H35 -4.6479 3.4873 6.1848
H36 -5.6138 4.6926 5.3495
H37 -8.2875 1.2243 4.6810
H38 -8.5046 -0.4208 4.0586
H39 -7.7314 0.7571 3.0474
H40 -7.2891 -0.6169 6.5110
H41 -5.7500 -1.3390 6.0334
H42 -7.2305 -1.8616 5.2438
H43 -4.1065 -1.2468 3.5744
H44 -3.8851 -0.5661 1.9597
H45 -5.5025 -0.8566 2.5551
H46 -2.4931 0.7521 4.0208
H47 -3.0852 2.3819 3.6741
H48 -2.7171 1.2909 2.3503

Atomic forces in eV per Å
C -0.365 0.007 -0.917
C 0.234 0.827 0.647
Si 1.333 0.613 -0.619
C -0.084 0.255 0.234
C -0.735 0.028 -0.310
O 0.306 -0.001 0.179
C -0.202 -0.102 0.719
C -0.273 -0.250 -0.367
O 0.677 0.184 0.283
C -0.387 0.142 0.103
O -0.008 -0.172 0.209
H -0.931 -0.687 0.526
H 1.217 0.430 0.070
H -0.682 -1.181 -0.074
H -0.118 -0.092 0.013
H -0.009 -0.339 -0.123
H 0.015 0.107 -0.064
H 0.011 0.050 0.045
H 0.000 0.030 -0.034
H 0.183 0.003 -0.119
H -0.015 -0.052 0.041
H -0.184 0.111 -0.148
H 0.052 0.072 -0.377
C -0.277 0.283 -0.210
N -0.120 0.186 0.436
C 0.177 -0.161 0.310
P 1.938 -2.726 -4.338
O -1.631 1.919 1.530
N -0.022 -0.082 0.007
C -0.249 0.078 -0.231
C 0.036 -0.029 0.171
N 0.167 0.941 2.491
C 0.146 0.058 -0.265
C -0.329 -0.422 -0.145
H 0.019 0.005 0.026
H 0.026 -0.022 0.129
H -0.021 0.118 0.082
H -0.025 -0.082 -0.050
H 0.076 0.085 -0.056
H 0.008 0.014 -0.083
H -0.013 0.000 -0.070
H 0.077 0.030 0.145
H 0.002 -0.060 0.057
H 0.016 0.030 0.052
H -0.013 -0.057 0.027
H -0.067 -0.032 -0.083
H -0.009 0.073 -0.005
H -0.109 -0.075 0.153
H 0.105 -0.147 0.090
H -0.029 0.095 -0.024
H 0.074 -0.031 -0.010
H 0.036 0.001 -0.067
C 0.166 -0.049 -0.401
N 0.392 -0.031 0.158
C 0.013 0.004 0.427
P -5.150 0.431 -1.234
O 2.853 -0.288 -0.439
N -0.081 0.103 0.006
C 0.038 0.087 -0.336
C 0.070 0.019 0.164
N 1.965 -0.612 1.617
C -0.249 -0.160 -0.182
C -0.138 0.600 -0.068
H 0.005 -0.014 0.024
H 0.054 0.010 0.117
H 0.131 -0.072 0.007
H -0.072 0.073 -0.027
H -0.026 -0.110 -0.032
H -0.052 -0.018 -0.073
H -0.042 0.003 -0.063
H 0.065 -0.059 0.138
H 0.005 0.057 0.070
H 0.044 -0.030 0.039
H -0.006 0.059 0.039
H -0.035 0.062 -0.088
H 0.063 -0.049 -0.045
H 0.150 0.129 0.107
H -0.083 0.057 0.189
H 0.070 -0.073 -0.109
H -0.101 -0.030 0.049
H -0.071 -0.078 -0.037

Atomic partial charges in e from the Mulliken method, atoms 1 to 8:
1 C -0.6236
2 C -0.4263
3 Si 0.2991
4 C 0.0504
5 C -0.2328
6 O -0.4953
7 C -0.1882
8 C -0.6937